{"formula": "C25H27N2O2P2RhS", "method": "ωB97M-V/def2-TZVPD", "species": ["Rh", "C", "P", "C", "C", "C", "C", "C", "C", "C", "P", "C", "C", "H", "H", "H", "H", "H", "H", "H", "H", "H", "H", "H", "H", "H", "H", "H", "H", "O", "S", "O", "N", "C", "C", "C", "C", "C", "C", "C", "C", "N", "C", "C", "C", "C", "C", "C", "C", "H", "H", "H", "H", "H", "H", "H", "H", "H", "H", "H"], "xyz": [[0.140009, 0.103270, 0.590110], [-1.369827, 2.949077, 0.255006], [-0.617662, 1.710712, -0.818729], [-1.884371, 1.191722, -1.995842], [0.697588, 2.486659, -1.776711], [0.545022, 3.651428, -2.523690], [1.618893, 4.122772, -3.261033], [2.831304, 3.439992, -3.262347], [2.988892, 2.283484, -2.516744], [1.914027, 1.810123, -1.768407], [1.969662, 0.354890, -0.712339], [2.391835, -1.076584, -1.730266], [3.332671, 0.575621, 0.450195], [-1.877698, 3.698800, -0.355141], [-0.599508, 3.424737, 0.860036], [-2.097969, 2.478685, 0.916795], [-2.253092, 2.067520, -2.532661], [-2.716975, 0.718495, -1.475291], [-1.460286, 0.499146, -2.721186], [-0.392721, 4.193273, -2.530650], [1.514572, 5.030090, -3.840343], [3.659365, 3.818956, -3.845728], [3.941054, 1.767121, -2.519489], [3.417157, -0.971753, -2.090015], [1.727595, -1.136277, -2.591714], [2.317519, -1.992258, -1.144127], [4.240792, 0.809098, -0.109809], [3.494986, -0.343270, 1.013560], [3.107355, 1.391969, 1.135237], [-1.265219, 1.223204, 3.737182], [-0.074487, 0.628009, 3.233571], [0.683225, 1.411494, 2.185922], [-0.306027, -0.678071, 2.305148], [-1.207144, -1.754638, 2.304384], [-1.811606, -2.347428, 3.373884], [-2.639100, -3.475847, 3.165055], [-2.827906, -3.996794, 1.919701], [-2.210921, -3.395665, 0.791811], [-2.361550, -3.870684, -0.526354], [-1.739016, -3.220994, -1.560069], [-0.978868, -2.080551, -1.289260], [-0.817511, -1.592921, -0.072080], [-1.413762, -2.255647, 0.988748], [0.998562, 0.236783, 4.544121], [0.702540, 0.738054, 5.806269], [1.564811, 0.443758, 6.851161], [2.688777, -0.337755, 6.626253], [2.967731, -0.838370, 5.357399], [2.121815, -0.551116, 4.304024], [-1.661217, -1.967258, 4.375805], [-3.117943, -3.933113, 4.019770], [-3.452338, -4.868018, 1.773508], [-2.968836, -4.747845, -0.711723], [-1.830432, -3.564748, -2.580057], [-0.487769, -1.546055, -2.090940], [-0.180800, 1.341897, 5.959909], [1.355246, 0.824694, 7.840806], [3.355600, -0.564781, 7.447147], [3.842095, -1.453849, 5.197666], [2.315856, -0.944343, 3.314262]], "forces_ev_per_angstrom": [[0.4, 0.2, -0.3], [0.0, 0.1, -0.1], [0.0, -0.1, 0.2], [0.0, 0.0, 0.0], [0.0, 0.0, 0.0], [0.0, 0.0, 0.0], [0.0, 0.0, 0.0], [0.0, 0.0, 0.0], [0.0, 0.0, 0.0], [0.0, 0.0, 0.0], [-0.1, -0.2, 0.1], [0.0, 0.1, 0.0], [0.1, 0.0, -0.1], [0.0, 0.0, 0.0], [0.0, 0.0, 0.0], [0.0, 0.0, 0.0], [0.0, 0.0, 0.0], [0.0, 0.0, 0.0], [0.0, 0.0, 0.0], [0.0, 0.0, 0.0], [0.0, 0.0, 0.0], [0.0, 0.0, 0.0], [0.0, 0.0, 0.0], [0.0, 0.0, 0.0], [0.0, 0.0, 0.0], [0.0, 0.0, 0.0], [0.0, 0.0, 0.0], [0.0, 0.0, 0.0], [0.0, 0.0, 0.0], [0.0, 0.0, 0.0], [-0.1, 0.0, 0.0], [-0.1, -0.1, 0.1], [-0.1, 0.0, 0.1], [0.0, 0.0, -0.2], [0.0, -0.1, 0.0], [0.0, 0.0, 0.1], [0.0, 0.0, 0.0], [0.0, 0.0, 0.0], [0.0, 0.0, 0.0], [0.0, 0.0, 0.0], [0.0, 0.0, 0.0], [0.0, 0.0, 0.2], [0.0, 0.0, 0.1], [0.0, 0.0, 0.0], [0.0, 0.0, 0.0], [0.0, 0.0, 0.0], [0.0, 0.0, 0.0], [0.0, 0.0, 0.0], [0.0, 0.0, 0.0], [0.0, 0.0, 0.0], [0.0, 0.0, 0.0], [0.0, 0.0, 0.0], [0.0, 0.0, 0.0], [0.0, 0.0, 0.0], [0.0, 0.0, 0.0], [0.0, 0.0, 0.0], [0.0, 0.0, 0.0], [0.0, 0.0, 0.0], [0.0, 0.0, 0.0], [0.0, 0.0, 0.0]], "mulliken_charge": [0.053, -1.511, 1.834, -1.406, 0.101, -0.849, -0.732, -0.751, -0.777, 0.210, 1.567, -1.414, -1.447, 0.523, 0.334, 0.453, 0.504, 0.420, 0.367, 0.426, 0.436, 0.438, 0.424, 0.471, 0.385, 0.434, 0.521, 0.433, 0.334, -0.724, 1.952, -0.702, -0.350, 0.632, -0.638, -0.857, -1.007, 0.727, -0.505, -1.343, -0.036, 0.243, 0.119, 0.169, -0.261, -0.736, -0.428, -0.765, -0.324, 0.519, 0.426, 0.442, 0.477, 0.444, 0.687, 0.491, 0.427, 0.426, 0.432, 0.279], "gap_ev": 7.30, "e_homo_ev": -14.085, "multiplicity": 1, "charge": 2, "lumo_energy_ev": -6.787}